Below is the molecule C2H3N3OS, with properties calculated with the ωB97M-V functional and the def2-TZVPD basis.

```
10
C2H3N3OS, DFT the ωB97M-V functional and the def2-TZVPD basis
S -2.18 0.17 -0.06
O 1.77 -0.23 -0.31
N 0.90 1.95 0.21
N 1.31 -1.45 0.07
N 0.69 0.60 -0.06
C -0.51 -0.19 0.04
C 0.08 -1.49 0.15
H -0.37 -2.51 0.50
H 1.96 1.98 0.85
H 1.35 2.06 -0.65
```

Values from the calculation:
Relative energy (zero: lowest compared OMol25 entry of this formula, charge and spin) = 122.8 kcal/mol
2S+1 = 1
HOMO-LUMO gap = 8.20 eV
SMILES string = Nn1oncc1=S
LUMO = -0.55 eV
Total charge = 0

Atomic partial charges in e from the Löwdin method, atoms 1 to 6: atom 1 (S): 0.56, atom 2 (O): -0.02, atom 3 (N): 0.11, atom 4 (N): 0.06, atom 5 (N): -0.23, atom 6 (C): -0.72